Entry 1:
Computed, not measured: a cluster of 2 separate species, C10H16BCl3N2O in total in a non-equilibrium geometry, with ωB97M-V with the def2-TZVPD basis set.

Structure (XYZ):
```
33
Properties=species:S:1:pos:R:3:forces:R:3
Cl 2.815 -1.659 2.141 -0.23 0.38 0.17
B 1.989 -0.014 2.229 1.54 0.53 0.11
Cl 1.814 0.693 3.969 -0.09 -0.42 -0.64
Cl 2.917 1.241 1.167 -0.52 -0.34 0.29
O 0.607 -0.253 1.718 -2.58 0.85 -0.34
C -0.347 0.594 1.589 1.58 -0.67 1.18
C -1.696 0.236 1.921 -0.69 -0.78 0.02
C -2.656 1.251 2.135 0.19 -0.13 -0.49
C -3.973 0.906 2.417 -0.35 -0.08 0.03
C -4.359 -0.442 2.498 0.70 0.16 0.24
C -3.393 -1.452 2.386 0.40 -0.11 -0.14
C -2.065 -1.131 2.113 -0.05 0.81 -0.23
H -0.092 1.639 1.366 0.01 -0.23 0.03
H -2.344 2.298 2.049 -0.23 -0.39 0.01
H -4.733 1.681 2.562 0.41 -0.26 -0.06
H -5.390 -0.719 2.717 0.25 0.19 -0.14
H -3.666 -2.505 2.501 0.02 0.43 -0.03
H -1.284 -1.883 2.004 -0.29 0.05 0.05
C 1.070 1.014 -1.794 -0.59 -0.15 -0.42
N -0.092 0.833 -2.637 2.46 -2.45 -1.23
C -0.833 -0.400 -2.628 0.32 0.03 0.46
N -0.763 1.986 -2.890 -2.30 2.58 1.14
C -1.658 2.083 -4.043 0.61 0.65 0.00
H 1.720 0.142 -1.896 -0.03 0.12 0.13
H 1.618 1.905 -2.153 -0.11 -0.40 0.26
H 0.847 1.152 -0.720 -0.04 0.10 -0.17
H -0.096 -1.216 -2.669 -0.29 0.20 0.00
H -1.456 -0.566 -1.717 -0.04 0.16 -0.22
H -1.471 -0.478 -3.524 0.27 -0.05 0.51
H -0.124 2.780 -2.827 -0.34 -0.54 -0.26
H -2.456 2.777 -3.742 0.10 -0.26 -0.34
H -1.120 2.518 -4.900 -0.31 -0.30 -0.15
H -2.114 1.132 -4.339 0.23 0.29 0.22
```
Positions in Å, forces in eV/Å.

Properties
* LUMO level: -0.0803 Eh
* E_HOMO: -6.657 eV
* energy: -1980.85608 Eh
* 2S+1: 1
* charge: 0
* energy relative to the best compared isomer or geometry (same formula, charge and spin): 40.5 kcal/mol

***

Entry 2:
Computed, not measured: a structure of composition C10H16BF4N3O3S3SeW in a non-equilibrium geometry, with ωB97M-V with the def2-TZVPD basis set.

Structure (XYZ):
```
42
Properties=species:S:1:pos:R:3:forces:R:3
W -1.555 0.628 -0.359 1.09 0.49 -0.18
C -0.344 -3.084 2.317 -0.09 0.04 0.09
N 0.388 -2.838 1.071 0.00 0.14 -0.10
C 1.278 -3.925 0.662 0.04 -0.05 -0.02
C 0.220 -1.742 0.387 -0.01 0.01 -0.04
O -0.568 -0.825 0.793 -0.12 0.08 0.00
C 0.969 -1.500 -0.915 0.03 -0.01 0.04
O 0.626 -0.206 -1.404 -0.11 0.08 -0.03
C 1.642 0.788 -1.449 0.04 0.00 0.00
C 1.258 1.875 -0.457 -0.04 -0.07 0.05
O 0.143 1.718 0.146 -0.06 0.03 -0.13
N 2.015 2.904 -0.220 -0.12 -0.16 -0.03
C 1.617 3.949 0.730 -0.08 0.04 0.07
C 3.303 3.125 -0.877 0.09 0.01 -0.04
H 0.377 -3.199 3.126 -0.02 0.00 0.00
H -0.911 -4.007 2.208 -0.01 0.01 0.02
H -1.011 -2.256 2.531 0.03 -0.07 0.01
H 1.926 -4.178 1.499 0.00 0.00 -0.01
H 1.894 -3.649 -0.187 0.01 0.00 -0.03
H 0.678 -4.797 0.401 0.02 0.00 0.01
H 0.686 -2.241 -1.667 -0.01 0.07 0.05
H 2.046 -1.573 -0.745 -0.05 0.01 -0.04
H 1.685 1.196 -2.463 -0.02 -0.05 0.06
H 2.619 0.366 -1.203 -0.06 0.01 0.00
H 0.733 3.641 1.276 0.03 0.03 -0.01
H 1.418 4.866 0.176 0.00 0.01 0.02
H 2.443 4.115 1.419 -0.01 0.01 0.01
H 3.515 2.358 -1.614 0.02 0.00 -0.02
H 4.089 3.132 -0.123 0.00 0.00 -0.02
H 3.277 4.093 -1.375 0.02 -0.02 0.01
S -3.941 2.509 -3.644 0.02 0.04 0.10
C -3.088 2.084 -2.372 -0.10 0.02 -0.20
S -1.324 2.021 -2.269 -0.11 -0.13 0.20
S -3.676 1.597 -0.786 0.25 -0.14 0.09
F -1.926 1.196 1.380 -0.31 -0.20 -0.15
B -3.648 -0.465 2.313 -0.30 -0.39 -0.23
F -3.355 -0.932 1.077 -0.02 0.05 0.09
F -3.033 -1.008 3.326 0.21 0.04 0.15
F -4.592 0.419 2.431 -0.01 0.23 0.02
Se -3.301 -3.383 -2.019 0.01 0.00 -0.02
C -2.555 -1.918 -1.676 -0.02 0.09 -0.09
N -2.015 -0.854 -1.444 -0.20 -0.25 0.31
```
Positions in Å, forces in eV/Å.

Properties
* LUMO level: -0.3156 Eh
* E_HOMO: -14.588 eV
* energy: -4867.71466 Eh
* 2S+1: 1
* charge: +2
* energy relative to the best compared isomer or geometry (same formula, charge and spin): 10.3 kcal/mol

***

Entry 3:
Computed, not measured: an isolated molecule of C10H16BNO2 in a non-equilibrium geometry, with ωB97M-V with the def2-TZVPD basis set.

Structure (XYZ):
```
30
Properties=species:S:1:pos:R:3:forces:R:3
B 0.318 -0.975 0.181 -0.53 -0.98 0.95
C -0.201 -3.319 -0.685 -1.01 0.89 0.99
C -3.177 -1.556 0.186 0.55 -1.39 1.04
C -1.990 -1.651 -0.441 -2.71 1.58 -1.21
C 0.568 1.234 1.049 0.18 -0.86 -1.03
C 2.481 -0.047 0.205 2.04 -0.87 0.00
C 1.799 1.269 0.153 0.06 1.76 0.76
C -4.408 -0.887 -0.430 0.08 1.65 0.00
C 2.716 2.395 0.821 1.99 -4.29 -2.16
C 1.422 1.775 -1.275 -0.21 1.78 -0.18
C -0.751 -2.224 0.091 1.91 1.78 -2.14
N 0.146 -4.224 -1.274 0.79 -1.39 -1.06
O -0.273 0.095 0.835 1.23 -0.50 -1.02
O 1.647 -1.133 -0.177 -2.00 0.50 0.30
H -3.246 -2.082 1.205 -0.17 0.91 -1.47
H -1.974 -1.066 -1.394 0.38 -0.80 0.49
H 0.818 1.220 2.089 0.22 0.40 0.64
H 0.055 2.095 0.713 -1.15 1.04 0.49
H 3.308 -0.046 -0.556 -0.33 -0.09 1.03
H 2.854 -0.288 1.259 -0.15 0.49 -1.38
H -4.170 0.297 -0.475 -0.78 -2.71 -0.23
H -4.590 -1.334 -1.460 0.18 0.91 1.21
H -5.363 -1.000 0.177 1.37 0.03 -0.68
H 3.588 2.490 0.139 -0.55 0.62 0.35
H 3.148 2.050 1.739 0.17 -0.62 0.68
H 2.257 3.258 1.072 -1.74 2.97 0.10
H 2.334 2.002 -1.925 -1.18 -1.09 0.64
H 1.116 2.841 -1.050 -0.15 -0.99 -0.43
H 0.529 1.308 -1.831 1.68 0.30 0.86
H -0.962 -2.498 1.058 -0.14 -1.04 2.46
```
Positions in Å, forces in eV/Å.

Properties
* LUMO level: 0.0180 Eh
* E_HOMO: -9.222 eV
* energy: -620.74261 Eh
* 2S+1: 1
* charge: 0
* SMILES: C/C=C/[C@@H](C#N)B1OCC(C)(C)CO1
* energy relative to the best compared isomer or geometry (same formula, charge and spin): 11.6 kcal/mol

***

Entry 4:
Computed, not measured: a structure of composition C10H16Be2Br2Cl2CsF2N2O10PS in a non-equilibrium geometry, with ωB97M-V with the def2-TZVPD basis set.

Structure (XYZ):
```
49
Properties=species:S:1:pos:R:3:forces:R:3
C -2.401 4.204 -2.802 0.44 -0.23 -0.31
P -1.698 3.373 -1.299 -0.98 0.21 2.47
O -2.943 3.298 -0.194 2.08 -0.42 -1.91
C -1.270 1.585 -1.711 -2.27 0.08 -2.25
N -2.377 0.706 -1.300 0.90 0.27 -1.07
C -2.827 0.021 -2.227 -0.21 -2.51 -0.27
S -3.228 -1.161 -3.214 0.27 2.08 1.20
O 0.014 1.300 -1.095 -0.43 0.66 1.79
C 0.156 -0.070 -0.694 0.27 -2.64 2.35
O 0.599 -0.906 -1.387 0.01 0.78 -1.38
C -0.262 -0.483 0.776 -0.61 0.63 -0.25
C 0.278 -1.938 1.130 2.84 0.84 -0.49
O 1.443 -2.204 1.284 -3.28 0.61 -0.11
Br -1.102 -3.384 1.281 0.69 -0.37 -4.37
H -2.478 5.298 -2.599 0.38 -0.81 -0.15
H -3.448 3.829 -2.967 1.18 0.12 0.05
H -1.784 3.973 -3.708 -0.37 0.43 0.77
H -3.767 2.946 -0.692 0.49 0.48 0.54
H -1.140 1.471 -2.818 0.23 0.10 0.80
H -1.381 -0.498 0.850 0.93 0.25 -0.19
H 0.131 0.320 1.456 -0.17 -0.95 -0.05
N 0.505 1.807 -5.146 -0.08 -0.10 -0.08
H 0.654 1.284 -4.277 0.33 0.10 0.01
H 0.270 2.778 -4.925 0.16 -0.03 0.03
H 1.361 1.783 -5.710 0.10 0.02 0.20
H -0.262 1.382 -5.675 0.03 0.04 0.03
Br -5.241 3.111 -1.990 -1.37 -0.75 -0.53
Be 0.226 2.664 0.032 -0.21 0.87 2.28
C 3.567 1.594 -1.795 0.30 -0.01 -1.05
O 3.161 1.419 -0.627 -0.92 0.05 0.57
O 4.482 0.922 -2.347 0.18 -0.45 0.43
O 3.085 2.469 -2.602 -1.24 0.45 -0.08
Cl 6.002 -5.551 -0.141 -0.02 -0.04 -0.02
C 4.796 -4.304 -0.549 -0.01 0.13 -0.03
C 3.636 -4.294 0.419 0.16 0.17 -0.05
Cl 2.621 -5.754 0.270 -0.07 -0.01 0.04
H 4.463 -4.479 -1.571 -0.01 -0.07 0.10
H 5.311 -3.343 -0.517 -0.07 -0.03 0.07
H 2.994 -3.441 0.215 0.10 -0.06 -0.10
H 3.976 -4.224 1.452 0.01 -0.10 -0.08
F -4.676 1.900 -3.809 0.38 0.33 0.58
Cs -1.254 -2.666 3.928 -0.34 1.07 5.14
C -1.264 -1.356 9.201 0.73 0.33 0.56
O -0.439 -0.902 10.011 0.25 -0.32 -0.64
O -2.569 -1.099 9.577 -0.10 0.03 0.10
O -1.096 -1.991 8.131 -0.60 -0.89 -0.60
H -2.306 -0.629 10.388 -0.85 0.05 0.10
Be -2.664 -3.849 7.736 0.62 0.79 -0.09
F 0.146 3.088 2.250 0.13 -1.16 -4.07
```
Positions in Å, forces in eV/Å.

Properties
* LUMO level: -0.1892 Eh
* E_HOMO: -6.277 eV
* energy: -8309.37709 Eh
* 2S+1: 1
* charge: 0

***

Entry 5:
Computed, not measured: a structure of composition C10H16Br3N2O2 in a non-equilibrium geometry, with ωB97M-V with the def2-TZVPD basis set.

Structure (XYZ):
```
33
Properties=species:S:1:pos:R:3:forces:R:3
C -1.323 -1.946 -2.073 -0.18 0.25 0.21
C -0.686 -3.006 -1.051 -1.24 -4.27 -0.83
O -1.001 -4.225 -1.193 1.77 5.52 0.87
O 0.259 -2.648 -0.003 -1.73 0.67 -1.16
C -0.429 -1.798 0.970 -1.69 -0.36 1.13
C 0.438 -1.464 2.275 1.03 -0.58 -0.39
C 1.399 -0.180 2.149 0.26 0.02 0.84
C 0.764 1.074 1.369 0.26 -0.29 1.56
N 1.397 1.304 0.002 2.03 -0.16 -4.26
C 1.339 2.560 -0.753 3.59 -3.05 -3.69
C 2.175 2.247 -2.038 -1.47 0.27 2.37
N 2.665 0.874 -2.042 -3.92 2.11 5.60
C 2.154 0.348 -0.794 -0.62 1.10 0.60
H -2.317 -2.384 -2.482 1.93 0.53 0.78
H -1.586 -0.931 -1.609 0.58 -1.47 -0.54
H -0.610 -1.761 -2.958 -0.99 -0.42 1.44
H -0.865 -0.891 0.423 0.77 -0.97 0.94
H -1.346 -2.415 1.336 1.44 1.09 -0.53
H -0.185 -1.386 3.248 0.64 -0.03 -2.00
H 1.138 -2.377 2.446 -1.27 1.46 -0.28
H 2.443 -0.501 1.756 -1.80 0.75 0.47
H 1.600 0.185 3.234 -0.28 -0.59 -1.89
H 0.979 2.036 1.971 -0.24 -1.48 -1.15
H -0.408 1.010 1.283 3.09 -0.38 0.30
H 0.813 3.544 -0.471 1.16 -2.00 -0.36
H 2.431 2.930 -2.913 -0.53 -1.06 1.56
H 3.238 0.344 -2.714 -0.50 0.59 0.50
H 2.298 -0.722 -0.385 -0.21 2.01 -1.07
C -3.406 2.111 0.121 -0.56 0.13 0.05
Br -4.094 0.335 -0.244 0.27 0.37 0.12
Br -3.954 2.754 1.866 0.24 -0.20 -0.41
Br -1.477 2.197 -0.106 -1.97 0.65 -0.97
H -3.844 2.782 -0.618 0.17 -0.19 0.19
```
Positions in Å, forces in eV/Å.

Properties
* LUMO level: -0.1360 Eh
* E_HOMO: -12.939 eV
* energy: -8372.25598 Eh
* 2S+1: 1
* charge: +1

***

Entry 6:
Computed, not measured: the ion C10H16BrN2S with charge +1 in a non-equilibrium geometry, with ωB97M-V with the def2-TZVPD basis set.

Structure (XYZ):
```
30
Properties=species:S:1:pos:R:3:forces:R:3
C -1.296 1.857 4.009 -0.25 -0.04 -2.10
C -0.322 2.017 0.825 -0.54 1.17 1.82
C -0.354 0.708 1.076 0.76 2.65 -0.34
C 0.011 1.892 3.285 -0.84 -0.77 0.61
C 0.074 2.817 2.050 0.54 -1.00 0.60
C 1.569 -1.327 -2.944 0.78 0.38 -0.74
C 0.424 -2.778 -1.193 3.58 0.47 -2.38
C -1.915 -0.344 -0.484 -1.27 -3.45 0.59
C 0.594 -0.189 -1.027 0.16 -3.93 2.03
C 0.417 -1.405 -1.931 0.15 -1.36 -0.79
N -2.415 1.789 4.257 -0.02 0.08 0.57
N -0.518 -0.228 0.005 0.27 0.52 -0.87
S 0.321 0.175 2.621 -0.21 0.40 0.38
Br 1.954 3.294 1.695 -0.24 0.09 0.18
H -0.456 2.625 -0.060 -0.31 -0.63 -0.35
H 0.620 2.259 4.093 1.46 -0.39 -0.19
H -0.438 3.696 2.404 -0.33 0.61 -0.95
H 2.549 -1.649 -2.564 -0.10 0.88 0.77
H 1.678 -0.388 -3.577 -0.28 -0.90 1.21
H 1.525 -2.107 -3.659 -0.93 -0.82 -1.03
H 1.279 -2.659 -0.537 0.47 -0.83 0.34
H -0.391 -2.985 -0.591 -1.99 -0.56 0.82
H 0.659 -3.595 -1.998 -0.70 1.34 1.83
H -2.201 0.559 -0.896 -1.07 2.06 0.00
H -2.111 -1.078 -1.353 1.07 0.82 1.64
H -2.440 -0.807 0.450 0.14 1.56 -1.88
H 1.573 -0.196 -0.462 -1.05 -0.40 -0.43
H 0.630 0.655 -1.574 -0.68 3.22 -1.59
H -0.546 -1.569 -2.458 0.44 1.61 -0.16
H -0.472 -1.038 0.537 0.99 -2.78 0.42
```
Positions in Å, forces in eV/Å.

Properties
* LUMO level: -0.1297 Eh
* E_HOMO: -12.941 eV
* energy: -3471.98931 Eh
* 2S+1: 1
* charge: +1
* SMILES: CC(C)C[N@H+](C)C1=C[C@H](Br)[C@@H](C#N)S1
* energy relative to the best compared isomer or geometry (same formula, charge and spin): 0.0 kcal/mol